(1)
The following is a DFT calculation (ωB97M-V/def2-TZVPD) of 2 unconnected molecules or ions with the total composition C5H11NO.

Values from the calculation:
LUMO level (spin up / spin down)	-0.06 / 0.12	eV
total energy	-326.98051	a.u.
orbital gap (spin up / spin down)	7.24 / 7.59	eV
energy relative to the best compared isomer or geometry (same formula, charge and spin)	4.105	eV

Structure (XYZ):
```
18
Properties=species:S:1:pos:R:3:forces:R:3
C 1.88602 0.16912 -1.18155 0.34 -0.59 0.72
C -0.46746 1.75391 -0.29289 -0.50 0.77 0.13
N -0.56190 0.66251 0.43623 -0.11 -0.43 -0.12
C 0.08263 0.43123 1.61620 -0.50 0.26 0.42
C -1.22328 -0.46017 -0.23086 -0.26 0.09 -0.47
O -1.76812 -0.29836 -1.29193 0.36 -0.04 0.70
C -1.18165 -1.76611 0.48351 -0.06 -0.15 -0.03
H 2.40870 0.98670 -1.74073 -0.38 -0.15 1.38
H 1.10733 -0.12257 -1.92870 -0.02 0.10 1.27
H 2.58690 -0.65474 -1.18572 0.44 -0.37 -0.37
H -0.96204 1.79199 -1.24812 0.10 -0.08 0.08
H -0.10950 2.63446 0.21218 0.25 0.08 -0.15
H 0.31594 1.33534 2.16542 0.32 -0.07 -0.11
H -0.24484 -0.40588 2.21281 0.03 0.05 -0.17
H 1.66584 0.15995 0.02672 0.10 0.89 -3.18
H -1.67994 -2.46221 -0.18356 0.05 -0.23 0.19
H -1.70428 -1.69355 1.44137 -0.02 -0.10 -0.18
H -0.15036 -2.06161 0.68960 -0.14 -0.04 -0.10
```
Positions in Å, forces in eV/Å.



(2)
The following is a DFT calculation (ωB97M-V/def2-TZVPD) of 2 unconnected molecules or ions with the total composition CH3N4.

Values from the calculation:
LUMO level (spin up / spin down)	-7.39 / -8.54	eV
total energy	-258.29122	a.u.
orbital gap (spin up / spin down)	9.18 / 8.41	eV
energy relative to the best compared isomer or geometry (same formula, charge and spin)	10.130	eV
net charge	+1

Structure (XYZ):
```
8
Properties=species:S:1:pos:R:3:forces:R:3
C -1.51304 0.37998 -0.54309 5.36 0.81 -0.92
N -2.46522 1.09290 0.04989 -1.65 1.75 0.51
N -2.55993 -0.06868 0.58156 -1.60 0.04 2.80
N -1.94749 -0.84550 -0.37070 -0.34 -3.93 -1.76
N 0.78330 0.61430 0.25755 -2.37 0.86 -0.29
H -1.48985 -1.77959 -0.21938 -0.28 1.29 0.15
H 1.08441 0.68727 -0.71714 0.51 -0.60 0.15
H 0.87730 -0.30215 0.70405 0.38 -0.22 -0.64
```
Positions in Å, forces in eV/Å.



(3)
The following is a DFT calculation (ωB97M-V/def2-TZVPD) of a single C3H8S2 molecule.

Values from the calculation:
LUMO level	0.82	eV
total energy	-915.43583	a.u.
orbital gap	8.46	eV
energy relative to the best compared isomer or geometry (same formula, charge and spin)	1.119	eV
SMILES	CCSSC

Structure (XYZ):
```
13
Properties=species:S:1:pos:R:3:forces:R:3
C 1.29610 0.75978 0.36450 0.98 0.42 0.44
C 0.54902 0.59361 -0.96883 0.58 2.65 -0.85
S 0.47168 -0.99756 -1.70591 0.98 -0.11 -0.96
S -0.86876 -2.03218 -0.55447 -0.41 -0.73 0.49
C -1.53573 -0.93344 0.70911 -1.33 1.01 -0.95
H 1.32269 -0.23873 0.89130 0.12 1.30 -0.22
H 2.38024 1.10239 0.08081 -1.93 -0.81 0.99
H 0.81427 1.58493 1.01323 0.81 -1.41 -0.90
H 1.16900 1.26859 -1.68382 -1.39 -1.34 0.59
H -0.48114 1.00369 -0.98867 0.66 0.01 0.21
H -1.25643 -1.29993 1.67061 -0.06 -0.32 0.69
H -2.64485 -0.93231 0.52396 1.03 -0.02 0.62
H -1.21610 0.12116 0.64819 -0.04 -0.64 -0.15
```
Positions in Å, forces in eV/Å.